{
  "formula": "C46H94BrN4O",
  "method": "ωB97M-V with the def2-TZVPD basis set",
  "orbital_gap_ev": 6.5,
  "mol_weight_g_mol": 799.189,
  "e_homo_ev": -10.37,
  "total_charge": 1,
  "symbols": ["C", "C", "C", "C", "C", "C", "C", "C", "C", "N", "N", "C", "N", "C", "Br", "C", "C", "N", "C", "O", "C", "C", "C", "C", "C", "C", "C", "C", "C", "C", "C", "C", "C", "C", "H", "H", "H", "H", "H", "H", "H", "H", "H", "H", "H", "H", "H", "H", "H", "H", "H", "H", "H", "H", "H", "H", "H", "H", "H", "H", "H", "H", "H", "H", "H", "H", "H", "H", "H", "H", "H", "H", "H", "H", "H", "H", "H", "H", "H", "H", "H", "H", "H", "H", "H", "H", "C", "C", "C", "C", "C", "C", "H", "H", "H", "H", "H", "H", "H", "H", "H", "H", "H", "H", "H", "H", "C", "C", "C", "C", "C", "C", "H", "H", "H", "H", "H", "H", "H", "H", "H", "H", "H", "H", "H", "H", "C", "C", "C", "C", "C", "C", "H", "H", "H", "H", "H", "H", "H", "H", "H", "H", "H", "H", "H", "H"],
  "positions_angstrom": [[-3.908714, 5.340594, -4.354049], [-3.724190, 4.810218, -5.857954], [-3.701680, 3.213826, -6.011363], [-2.624448, 2.465672, -5.086896], [-2.766450, 0.845309, -5.217537], [-1.370932, 0.071604, -5.016972], [-1.531977, -1.353075, -4.242008], [-0.073535, -2.098456, -4.314614], [0.502360, -2.088484, -2.820205], [1.986090, -2.274685, -2.690633], [2.730365, -1.603501, -3.659132], [2.378127, -3.669631, -2.533761], [2.556967, -4.493844, -3.739114], [3.992683, -4.720465, -4.097859], [4.507863, -6.667868, -4.105396], [5.056513, -3.909412, -3.213301], [6.536927, -4.346781, -3.757050], [2.523405, -4.143454, -1.285989], [2.891950, -5.582318, -1.011739], [2.175644, -6.127930, 0.107510], [2.754018, -7.346786, 0.572287], [3.878163, -8.154777, -0.114034], [4.366851, -9.510586, 0.523781], [5.524584, -10.345412, -0.247640], [3.762630, -10.062363, 1.837403], [2.612906, -9.259462, 2.542025], [2.143782, -7.936234, 1.896056], [0.913351, -7.110812, 2.598853], [0.672402, -7.518948, 4.143367], [-0.424246, -7.606525, 1.790121], [2.312820, -3.176132, -0.138933], [3.574412, -2.156729, 0.036081], [2.998340, -0.670197, 0.373767], [4.495300, -2.557553, 1.315630], [-4.746819, 4.758831, -3.819925], [-2.904775, 5.294576, -3.801820], [-4.235275, 6.435341, -4.364455], [-4.642488, 5.178100, -6.460417], [-2.820781, 5.335059, -6.354550], [-4.771189, 2.837139, -5.871269], [-3.419614, 2.990675, -7.113424], [-1.556619, 2.824899, -5.280120], [-2.865183, 2.754843, -3.990522], [-3.547918, 0.480297, -4.465828], [-3.099693, 0.662843, -6.306899], [-0.934339, -0.084383, -6.077990], [-0.600802, 0.735435, -4.460952], [-1.765033, -1.067029, -3.146927], [-2.360655, -1.997947, -4.708824], [-0.283709, -3.131987, -4.747522], [0.530516, -1.501828, -5.074040], [0.013264, -2.990924, -2.279860], [0.179113, -1.166794, -2.214859], [2.430401, -0.620383, -3.699518], [2.704326, -2.061491, -4.582441], [2.018209, -5.370350, -3.707445], [4.114748, -4.384517, -5.197298], [5.015497, -2.767611, -3.379055], [5.050738, -4.175819, -2.103190], [6.947537, -5.226128, -3.134410], [6.466839, -4.638677, -4.871103], [7.246210, -3.438758, -3.729266], [4.016437, -5.547022, -0.731334], [2.705285, -6.266992, -1.906590], [4.350961, -7.796374, -1.083778], [5.809604, -9.866624, -1.247804], [5.149031, -11.402499, -0.466892], [6.420511, -10.343299, 0.481314], [4.071716, -11.036673, 2.346614], [2.150240, -9.674982, 3.495258], [0.977643, -5.986292, 2.422957], [1.602553, -7.464281, 4.804751], [0.182016, -8.566034, 4.184935], [-0.105630, -6.816513, 4.634753], [-0.904527, -6.737959, 1.227954], [-1.192106, -8.089356, 2.489976], [-0.125589, -8.429419, 1.034353], [2.237140, -3.724790, 0.872732], [1.311622, -2.608640, -0.238353], [4.213680, -2.178856, -0.908494], [2.282019, -0.329944, -0.446733], [2.418242, -0.768767, 1.370065], [3.847957, 0.085179, 0.563289], [4.396233, -1.738821, 2.114446], [5.604373, -2.628742, 1.049407], [4.194798, -3.560252, 1.783144], [-1.345107, 9.362696, 0.724897], [-2.637761, 8.727507, 1.218063], [-2.465759, 7.274059, 1.663749], [-2.016469, 6.301444, 0.568617], [-2.928565, 6.230613, -0.658599], [-4.332054, 5.737590, -0.336661], [-0.955696, 8.853434, -0.159695], [-1.518151, 10.407884, 0.454115], [-0.577275, 9.339030, 1.503235], [-3.403723, 8.801726, 0.439845], [-3.008540, 9.309095, 2.068859], [-3.410125, 6.925630, 2.095716], [-1.732952, 7.237654, 2.478497], [-1.936536, 5.300381, 1.008112], [-1.005745, 6.565354, 0.239159], [-2.477611, 5.545289, -1.384930], [-2.982834, 7.207241, -1.152641], [-4.302102, 4.743507, 0.117079], [-4.926570, 5.673546, -1.252602], [-4.850236, 6.414006, 0.346497], [3.918413, -1.891484, 7.331496], [3.518755, -2.305925, 5.922306], [2.604368, -3.531961, 5.888269], [3.214601, -4.819271, 6.450393], [4.511351, -5.274750, 5.777096], [4.336805, -5.607411, 4.302236], [4.494152, -2.671424, 7.834623], [4.540021, -0.992560, 7.298039], [3.035908, -1.668421, 7.937276], [4.417381, -2.481610, 5.322162], [2.993351, -1.468859, 5.449412], [2.283366, -3.701854, 4.854252], [1.690871, -3.308770, 6.451866], [2.470713, -5.619733, 6.364716], [3.400376, -4.697244, 7.522540], [4.873720, -6.169316, 6.295097], [5.292238, -4.515559, 5.896184], [3.591841, -6.394541, 4.161073], [5.284563, -5.959203, 3.884563], [4.024966, -4.732991, 3.724861], [-6.964034, 12.357459, 2.626632], [-7.377615, 11.954088, 1.218135], [-8.283269, 10.721763, 1.182831], [-7.656619, 9.433897, 1.724838], [-6.364699, 8.994859, 1.031710], [-6.552990, 8.674268, -0.444235], [-6.376446, 11.576713, 3.115112], [-6.349444, 13.261362, 2.594729], [-7.840856, 12.567919, 3.245224], [-6.485228, 11.791149, 0.605656], [-7.914601, 12.791517, 0.760092], [-8.615299, 10.559797, 0.151773], [-9.191514, 10.932458, 1.759559], [-8.395200, 8.628536, 1.640380], [-7.458749, 9.547126, 2.796033], [-5.989173, 8.097721, 1.537185], [-5.588524, 9.759078, 1.148769], [-7.292515, 7.880919, -0.579966], [-5.607920, 8.333627, -0.877414], [-6.878251, 9.550683, -1.009563]],
  "atomic_forces_ev_per_a": [[0.071, 0.072, -0.461], [-0.759, 0.477, -0.201], [0.895, 0.463, -0.761], [-1.089, -0.241, 0.892], [0.638, 0.917, -0.445], [-0.358, -0.122, -0.301], [1.003, 1.196, -0.428], [-1.681, 0.650, 0.218], [-1.318, -1.428, 0.194], [-0.239, -2.052, 0.561], [1.070, 0.237, -0.806], [-0.383, -0.111, 0.472], [0.822, 0.705, 1.799], [0.940, 1.414, -0.705], [-0.694, 0.820, 0.122], [1.701, -0.450, -0.883], [-0.135, 0.421, -0.227], [-1.444, 0.619, -1.411], [1.127, -0.869, 0.528], [1.209, -0.374, -0.511], [1.401, -4.199, 1.996], [-1.725, -0.918, 2.953], [-1.804, 0.981, 0.980], [-0.739, 0.725, 0.957], [-1.727, 3.484, -1.326], [2.126, 1.459, -4.038], [1.045, -0.366, 0.038], [-0.600, -1.676, -0.650], [-0.450, 0.353, 0.030], [0.243, -0.330, -0.311], [0.168, 0.962, 1.870], [-0.062, 0.529, 0.855], [-0.033, -0.870, 0.146], [0.065, -0.040, -0.081], [1.469, 0.736, -0.665], [-1.626, -0.118, -0.546], [0.496, -1.445, -0.039], [1.453, -0.592, 0.887], [-1.257, -1.065, 0.895], [1.541, 0.270, 0.118], [-0.541, 0.272, 1.672], [-1.466, -0.514, -0.044], [0.526, -0.480, -1.653], [1.004, 0.447, -1.212], [0.198, -0.015, 1.838], [-0.567, 0.029, 1.738], [-1.268, -1.087, -0.661], [0.036, -0.779, -1.710], [1.247, 1.079, 0.826], [0.790, 1.173, 0.850], [-0.535, -0.909, 1.227], [0.621, 1.494, -0.719], [0.655, -1.100, -1.173], [0.192, -0.807, -0.008], [-0.477, 0.481, 0.409], [0.289, 0.588, 0.076], [-0.066, -0.792, 1.813], [-0.590, -1.881, 0.358], [-0.353, 0.456, -1.547], [-0.561, 1.506, -1.184], [0.158, 0.299, 1.808], [-1.060, -1.528, 0.251], [-1.646, -0.176, -0.624], [0.427, 1.302, 0.980], [-0.640, -0.660, 1.443], [-0.408, -0.528, 1.578], [0.653, 1.452, 0.486], [-1.278, -0.279, -1.453], [-0.220, 1.542, -1.160], [0.669, 0.871, -1.538], [0.377, -1.559, 0.482], [-1.175, -0.225, -1.053], [1.085, 1.605, -0.022], [1.226, -0.985, -0.998], [0.553, -1.229, 0.737], [1.070, 0.897, -0.925], [-0.559, 1.436, 1.122], [0.050, 0.275, -1.998], [1.756, -1.009, -0.240], [-1.022, 0.216, 1.175], [1.057, -0.248, 1.099], [0.802, 0.236, -1.619], [-1.341, -1.249, -0.533], [0.126, -1.334, -1.099], [-1.545, 0.114, 0.254], [0.399, 1.418, -0.679], [-0.053, 0.148, -0.089], [0.082, -0.051, 0.104], [-0.134, -0.035, 0.029], [0.100, 0.092, -0.069], [0.090, -0.093, 0.087], [-0.093, 0.058, -0.165], [0.022, 0.024, 0.045], [0.094, -0.074, 0.010], [-0.010, -0.021, -0.069], [0.002, -0.044, 0.038], [-0.046, -0.062, -0.068], [0.043, -0.009, -0.022], [-0.041, 0.023, -0.044], [-0.020, 0.025, -0.026], [-0.035, 0.001, 0.039], [0.008, 0.090, 0.019], [0.027, -0.047, 0.047], [-0.012, 0.040, 0.030], [-0.029, -0.022, 0.116], [0.011, -0.087, -0.016], [0.148, 0.117, -0.020], [-0.140, -0.003, 0.020], [-0.019, -0.025, -0.103], [0.076, 0.045, 0.112], [-0.115, -0.036, 0.091], [0.221, -0.011, -0.068], [-0.047, 0.044, 0.007], [-0.053, -0.071, 0.086], [0.064, -0.047, -0.007], [-0.027, -0.037, -0.008], [0.035, -0.057, -0.023], [-0.009, -0.033, 0.018], [0.061, 0.008, -0.034], [0.036, 0.022, 0.002], [-0.040, 0.008, -0.061], [0.001, 0.099, -0.012], [-0.073, -0.039, 0.018], [0.020, 0.034, -0.051], [-0.123, -0.014, -0.070], [-0.028, -0.029, 0.027], [0.148, 0.114, -0.025], [-0.140, -0.001, 0.031], [-0.016, -0.019, -0.138], [0.055, 0.027, 0.125], [-0.123, -0.035, 0.063], [0.199, 0.069, -0.071], [-0.043, 0.036, 0.017], [-0.050, -0.066, 0.085], [0.061, -0.046, -0.002], [-0.042, -0.025, -0.007], [0.051, -0.077, -0.026], [0.004, -0.017, 0.054], [0.061, 0.005, -0.030], [0.044, 0.022, -0.004], [-0.028, 0.006, -0.048], [0.017, 0.087, 0.035], [-0.078, -0.036, 0.019], [0.006, 0.041, -0.026], [-0.110, 0.010, -0.067], [-0.012, -0.063, 0.011]]
}